A molecular structure, C9H14AuN4S, computed with ωB97M-V/def2-TZVPD.

Output
* energy relative to the best compared isomer or geometry (same formula, charge and spin): 0.0 kJ/mol
* E: -30039.9131 eV
* E_HOMO (spin up / spin down): -0.438 / -0.460 Eh
* largest force on an atom: 0.4 eV/Å
* expectation value of S²: 2.028
* LUMO level (spin up / spin down): -0.1405 / -0.2556 Eh

```
! RIJCOSX wB97M-V def2-TZVPD def2/J DEFGRID3
* xyz 1 3
Au -1.681 -0.300 -0.733
N -1.886 0.548 1.511
C -0.666 0.939 2.245
C 0.030 2.163 1.652
C 0.661 1.969 0.276
N -0.357 1.869 -0.778
H -2.499 1.349 1.389
H -2.412 -0.144 2.033
H 0.022 0.093 2.244
H -0.911 1.160 3.287
H 0.822 2.452 2.344
H -0.673 3.001 1.612
H 1.258 1.053 0.270
H 1.348 2.800 0.088
H 0.053 1.942 -1.701
H -1.035 2.617 -0.690
S -0.786 -1.219 -3.074
C 0.414 -1.799 -1.987
C 1.583 -2.443 -2.399
C 2.487 -2.847 -1.430
C 2.191 -2.620 -0.093
C 0.997 -1.985 0.239
N 0.138 -1.573 -0.681
H 1.756 -2.613 -3.452
H 3.407 -3.341 -1.713
H 2.869 -2.932 0.688
H 0.715 -1.824 1.270
N -4.412 1.125 -1.319
C -3.431 0.559 -1.101
*
```

=====

A molecular structure, CH2Br3PS in a non-equilibrium geometry, computed with ωB97M-V/def2-TZVPD.

Output
* energy relative to the best compared isomer or geometry (same formula, charge and spin): 187.0 kJ/mol
* E: -231320.4023 eV
* E_HOMO: -0.352 Eh
* largest force on an atom: 3.8 eV/Å
* LUMO level: -0.0833 Eh

```
! RIJCOSX wB97M-V def2-TZVPD def2/J DEFGRID3
* xyz 0 1
C 0.447 0.189 -0.010
P 1.788 -0.467 0.919
S 0.796 -1.023 2.511
Br 1.069 0.033 -2.551
Br 2.916 -2.143 -0.061
Br 3.369 1.005 1.231
H -0.368 -0.566 0.020
H 0.135 1.386 0.162
*
```

=====

2 unconnected molecules or ions with the total composition C2H4N2O in a non-equilibrium geometry, computed with ωB97M-V/def2-TZVPD.

Output
* energy relative to the best compared isomer or geometry (same formula, charge and spin): 315.1 kJ/mol
* E: -7163.2134 eV
* E_HOMO: -0.359 Eh
* largest force on an atom: 5.5 eV/Å
* LUMO level: 0.0336 Eh
* SMILES string: C=NO.C#N

```
! RIJCOSX wB97M-V def2-TZVPD def2/J DEFGRID3
* xyz 0 1
C 0.034 -0.743 -2.147
C -0.400 0.829 2.687
N -0.249 -0.351 -0.920
N -0.824 1.437 1.789
O 0.852 -0.009 -0.135
H 0.978 -0.848 -2.743
H -0.865 -0.978 -2.710
H -0.046 0.342 3.485
H 0.520 0.320 0.695
*
```

=====

3 unconnected molecules or ions with the total composition C5H15NO3 in a non-equilibrium geometry, computed with ωB97M-V/def2-TZVPD.

Output
* energy relative to the best compared isomer or geometry (same formula, charge and spin): 204.1 kJ/mol
* E: -13059.6654 eV
* E_HOMO: -0.303 Eh
* largest force on an atom: 2.2 eV/Å
* LUMO level: 0.0214 Eh
* SMILES string: C=C(N)CCCO.O.O

```
! RIJCOSX wB97M-V def2-TZVPD def2/J DEFGRID3
* xyz 0 1
C -0.245 1.389 -0.702
O 1.051 1.566 -1.338
C -0.385 0.138 0.131
C 0.326 -1.080 -0.446
C 0.185 -2.258 0.494
C -0.992 -2.789 0.838
N 1.384 -2.877 0.826
H -0.373 2.321 -0.155
H -0.838 1.392 -1.610
H 1.780 1.164 -0.848
H -1.458 -0.012 0.281
H -0.052 0.275 1.166
H 1.382 -0.825 -0.474
H -0.125 -1.337 -1.406
H -1.939 -2.432 0.457
H -1.043 -3.512 1.646
H 2.192 -2.300 1.004
H 1.314 -3.656 1.459
H -1.864 3.081 -1.707
H -2.734 3.235 -2.934
O -1.873 2.892 -2.656
H 1.226 2.253 1.334
H 1.254 1.458 2.633
O 1.827 1.913 2.007
*
```

=====

A molecular structure, C4H5NO4Ru in a non-equilibrium geometry, computed with ωB97M-V/def2-TZVPD.

Output
* E: -16443.3899 eV
* E_HOMO (spin up / spin down): -0.715 / -0.892 Eh
* largest force on an atom: 10.5 eV/Å
* expectation value of S²: 8.773
* LUMO level (spin up / spin down): -0.4673 / -0.7033 Eh

```
! RIJCOSX wB97M-V def2-TZVPD def2/J DEFGRID3
* xyz 3 6
Ru 0.257 -0.792 -0.176
C 0.548 -2.615 0.296
O 0.909 -3.674 0.504
C 1.124 -0.644 -1.776
O 1.835 -0.396 -2.659
C 1.747 0.252 0.557
O 2.386 0.942 1.253
C -1.516 -0.390 -0.951
O -2.542 -0.393 -1.510
H -0.546 4.010 -0.816
H -0.129 3.761 -1.385
N -0.864 -0.044 1.463
H -1.829 -0.234 1.163
H -0.803 0.898 1.836
H -0.576 -0.683 2.200
*
```

=====

7 unconnected molecules or ions with the total composition C25H38F6NO20P, computed with ωB97M-V/def2-TZVPD.

Output
* E: -94575.1263 eV
* E_HOMO: -0.324 Eh
* largest force on an atom: 0.7 eV/Å
* LUMO level: 0.0123 Eh
* SMILES string: CCCCN[PH3]OC[C@@H](C)O.O=C1OC[C@@H](F)O1.O=C1OC[C@@H](F)O1.O=C1OC[C@@H](F)O1.O=C1OC[C@@H](F)O1.O=C1OC[C@@H](F)O1.O=C1OC[C@@H](F)O1

```
! RIJCOSX wB97M-V def2-TZVPD def2/J DEFGRID3
* xyz 0 1
C 5.563 0.396 0.916
C 5.575 1.099 -0.439
C 4.451 0.699 -1.394
C 4.273 -0.811 -1.586
N 3.356 -1.503 -0.689
P 1.634 -1.323 -1.020
O -0.020 -1.326 -1.479
C -0.943 -0.833 -0.533
C -1.166 0.674 -0.546
C -2.636 1.015 -0.420
O -0.514 1.271 0.599
H 5.990 -0.606 0.853
H 6.167 0.946 1.636
H 4.555 0.317 1.326
H 5.522 2.177 -0.279
H 6.521 0.896 -0.941
H 4.693 1.120 -2.373
H 3.512 1.168 -1.089
H 5.260 -1.277 -1.516
H 3.922 -0.998 -2.605
H 3.589 -1.319 0.280
H 1.361 -2.275 -0.034
H 1.548 0.035 -0.673
H 1.876 -1.719 -2.334
H -0.658 -1.122 0.485
H -1.887 -1.337 -0.741
H -0.727 1.092 -1.453
H -2.769 2.083 -0.600
H -2.944 0.828 0.607
H -3.262 0.486 -1.134
H 0.194 1.837 0.306
C -2.108 -1.484 3.039
C -1.966 -1.531 4.546
O -1.552 -2.871 4.767
C -0.938 -3.330 3.642
O -0.295 -4.321 3.573
O -1.158 -2.473 2.618
F -3.134 -1.316 5.192
H -3.111 -1.793 2.740
H -1.873 -0.514 2.611
H -1.214 -0.854 4.951
C 8.981 -3.409 -0.817
C 8.835 -3.661 -2.308
O 8.164 -2.494 -2.751
C 8.406 -1.487 -1.867
O 8.141 -0.346 -2.049
O 8.998 -1.976 -0.759
F 8.063 -4.743 -2.562
H 8.108 -3.786 -0.285
H 9.887 -3.816 -0.380
H 9.772 -3.757 -2.858
C -6.585 0.523 -2.843
C -6.427 1.490 -4.002
O -6.256 2.726 -3.335
C -5.744 2.481 -2.100
O -5.264 3.305 -1.395
O -5.831 1.167 -1.811
F -7.528 1.550 -4.786
H -7.632 0.463 -2.543
H -6.188 -0.470 -3.032
H -5.560 1.307 -4.639
C -4.745 3.372 2.401
C -3.640 4.338 2.783
O -2.833 3.562 3.651
C -3.010 2.249 3.336
O -2.327 1.359 3.719
O -4.070 2.115 2.515
F -4.104 5.424 3.451
H -5.560 3.416 3.125
H -5.129 3.508 1.395
H -3.029 4.682 1.948
C -7.290 6.279 0.565
C -8.762 6.332 0.203
O -8.939 5.125 -0.517
C -7.995 4.236 -0.109
O -8.000 3.076 -0.344
O -7.048 4.869 0.620
F -9.064 7.379 -0.596
H -6.691 6.716 -0.235
H -7.042 6.740 1.516
H -9.444 6.338 1.055
C 4.835 -5.303 -1.303
C 4.099 -6.119 -0.254
O 5.157 -6.579 0.569
C 6.195 -5.711 0.459
O 7.147 -5.682 1.164
O 5.987 -4.872 -0.578
F 3.449 -7.182 -0.783
H 5.145 -5.941 -2.132
H 4.283 -4.446 -1.670
H 3.399 -5.551 0.358
*
```

=====

C19H25N3O4 in the gas phase in a non-equilibrium geometry, computed with ωB97M-V/def2-TZVPD.

Output
* energy relative to the best compared isomer or geometry (same formula, charge and spin): 127.5 kJ/mol
* E: -32770.2715 eV
* E_HOMO: -0.335 Eh
* largest force on an atom: 1.3 eV/Å
* LUMO level: 0.0300 Eh
* SMILES string: CCOC(=O)CCNC(=O)CCc1nnc(CCCc2ccccc2)o1

```
! RIJCOSX wB97M-V def2-TZVPD def2/J DEFGRID3
* xyz 0 1
C 0.497 3.507 -0.529
C 1.955 3.085 -0.642
H 2.610 3.951 -0.751
H 2.099 2.407 -1.490
O 2.419 2.428 0.539
C 2.060 1.163 0.711
O 1.282 0.570 0.006
C 2.781 0.545 1.888
H 2.220 -0.322 2.238
H 2.884 1.282 2.682
C 4.180 0.102 1.415
N 4.104 -0.911 0.392
C 3.988 -0.572 -0.913
O 4.152 0.557 -1.332
C 3.682 -1.753 -1.827
H 4.030 -2.680 -1.374
H 4.196 -1.591 -2.776
C 2.176 -1.835 -2.094
C 1.404 -2.092 -0.855
N 1.841 -2.538 0.278
N 0.792 -2.547 1.134
C -0.232 -2.117 0.475
O 0.086 -1.830 -0.806
C -1.593 -1.843 0.983
H -2.306 -1.962 0.166
H -1.826 -2.544 1.785
C -1.645 -0.400 1.507
H -1.005 -0.322 2.388
H -1.243 0.265 0.740
C -3.073 0.025 1.862
C -3.944 0.081 0.639
C -3.803 1.123 -0.270
C -4.571 1.167 -1.419
C -5.495 0.168 -1.676
C -5.646 -0.872 -0.776
C -4.874 -0.915 0.372
H -4.998 -1.730 1.072
H -6.367 -1.654 -0.968
H -6.096 0.202 -2.572
H -4.450 1.984 -2.116
H -3.086 1.907 -0.072
H -3.034 1.012 2.328
H -3.489 -0.678 2.586
H 1.817 -0.893 -2.515
H 1.968 -2.629 -2.818
H 3.676 -1.792 0.664
H 4.712 0.959 0.994
H 4.741 -0.300 2.263
H 0.213 4.070 -1.414
H 0.353 4.131 0.350
H -0.140 2.630 -0.451
*
```

=====

2 unconnected molecules or ions with the total composition C15H19F3N2O6 in a non-equilibrium geometry, computed with ωB97M-V/def2-TZVPD.

Output
* E: -39282.3431 eV
* E_HOMO: -0.334 Eh
* largest force on an atom: 2.6 eV/Å
* LUMO level: 0.0096 Eh
* SMILES string: CNC(=O)[C@H](Cc1ccccc1)NC(C)=O.O=C(O)C(O)(O)C(F)(F)F

```
! RIJCOSX wB97M-V def2-TZVPD def2/J DEFGRID3
* xyz 0 1
O -4.770 0.998 -0.379
O 7.180 1.489 -3.332
O -4.158 -2.488 2.423
F 4.440 -1.107 -0.924
F 6.602 -1.189 -0.583
F 5.809 -1.309 -2.646
O 8.201 1.140 -1.343
O 4.627 1.422 -2.239
O 5.575 1.496 -0.252
C -3.900 1.329 0.417
C 7.114 1.161 -2.158
C -4.322 -1.690 1.505
C 1.534 0.332 -0.860
C 0.572 -0.395 -1.579
C 1.446 0.427 0.540
C -0.485 -1.023 -0.898
C 0.388 -0.200 1.222
C -0.585 -0.924 0.503
N -5.542 -1.337 1.085
N -3.117 0.455 1.045
C -3.668 2.787 0.735
C -6.795 -1.858 1.627
C 5.642 -0.720 -1.430
C 5.729 0.836 -1.526
C -1.757 -1.572 1.225
C -3.127 -0.996 0.819
H 8.947 1.386 -1.914
H 4.681 2.388 -2.155
H 6.264 1.186 0.366
H 2.345 0.814 -1.384
H 0.646 -0.470 -2.655
H 2.194 0.982 1.088
H -1.224 -1.579 -1.458
H 0.324 -0.125 2.297
H -5.589 -0.623 0.364
H -2.420 0.817 1.674
H -4.329 3.392 0.115
H -2.632 3.041 0.519
H -3.883 2.966 1.787
H -6.825 -1.695 2.706
H -6.862 -2.929 1.432
H -7.642 -1.351 1.164
H -1.748 -2.641 1.006
H -1.628 -1.456 2.302
H -3.250 -1.169 -0.251
*
```